A) C6H15N3S in the gas phase. Source: the OMol25 dataset; level of theory: ωB97M-V/def2-TZVPD.

Output
* structure (SMILES): [H]/N=C(\NC(C)C)N(S)CC
* orbital gap: 8.93 eV
* LUMO level: 0.789 eV
* multiplicity: 1

Each line ends with the Mulliken charge.
Cartesian coordinates (Å):
H -0.40 2.63 0.25  0.209
N -1.12 1.93 0.26  -0.656
C -0.81 0.70 0.06  0.283
N 0.41 0.12 -0.17  -0.034
C 1.62 0.91 -0.12  0.472
C 2.19 1.27 -1.51  -1.306
C 2.74 0.35 0.67  -1.496
N -2.16 -0.21 -0.13  -0.136
S -3.53 0.80 -0.25  -0.199
C -2.21 -1.23 0.91  -0.130
C -1.60 -2.61 0.51  -1.333
H 0.38 -0.90 -0.55  0.302
H 1.30 1.76 0.50  0.089
H 1.49 1.52 -2.39  0.322
H 2.83 2.19 -1.52  0.364
H 2.81 0.52 -1.96  0.369
H 2.98 -0.74 0.48  0.298
H 2.73 0.39 1.71  0.461
H 3.62 1.06 0.45  0.312
H -3.54 0.87 -1.60  0.126
H -1.78 -1.03 1.86  0.206
H -3.36 -1.42 1.01  0.408
H -0.70 -2.93 1.11  0.254
H -2.37 -3.30 0.91  0.382
H -1.53 -2.65 -0.52  0.433


B) 2 unconnected molecules or ions with the total composition C6H15N3S. Source: the OMol25 dataset; level of theory: ωB97M-V/def2-TZVPD.

Output
* structure (SMILES): CC(C)N/C(N)=N/S.C=C
* orbital gap: 8.02 eV
* LUMO level: 0.756 eV
* multiplicity: 1

Each line ends with the Mulliken charge.
Cartesian coordinates (Å):
C -1.88 -1.86 -1.28  -1.199
C -1.82 -1.13 0.15  0.198
C -2.93 -0.17 0.45  -1.456
N -0.53 -0.40 0.39  -0.135
C 0.74 -0.91 0.46  0.552
N 0.97 -2.12 1.00  -0.406
N 1.54 -0.09 -0.21  -0.477
S 3.11 -0.57 -0.54  -0.250
H -0.99 -2.33 -1.70  0.316
H -2.79 -2.45 -1.19  0.370
H -2.05 -1.15 -2.10  0.312
H -1.79 -1.88 0.91  0.306
H -3.83 -0.54 0.80  0.446
H -3.14 0.43 -0.41  0.366
H -2.56 0.50 1.34  0.327
H -0.60 0.59 -0.05  0.310
H 0.26 -2.79 1.12  0.181
H 1.89 -2.51 1.05  0.190
H 3.74 0.56 -0.73  0.040
C 2.45 3.50 -0.36  -0.495
C 1.73 2.79 0.48  -0.275
H 3.40 3.11 -0.68  0.136
H 2.16 4.43 -0.67  0.295
H 2.17 1.86 0.81  0.123
H 0.75 3.13 0.97  0.226


The structure shown above that is most stable: B).